No. 1
{"formula": "C16H26GeN3OSW", "method": "ωB97M-V/def2-TZVPD", "symbols": ["W", "N", "C", "S", "N", "N", "C", "C", "C", "C", "C", "C", "C", "O", "H", "H", "H", "H", "H", "H", "H", "C", "C", "C", "C", "Ge", "C", "C", "C", "C", "H", "H", "H", "H", "H", "H", "H", "H", "H", "H", "H", "H", "H", "H", "H", "H", "H", "H", "H"], "positions_angstrom": [[-0.2146, 0.7681, 0.4738], [3.2376, -0.7151, 1.4531], [2.0168, -0.3937, 1.1095], [1.2844, -0.9491, -0.3969], [1.2203, 0.4289, 1.8712], [-0.0548, -0.2121, 2.1122], [-0.9858, 0.7684, 2.5030], [-2.3700, 0.2488, 2.3228], [-3.2945, 0.0427, 3.3445], [-4.5211, -0.5470, 3.0611], [-4.8385, -0.9330, 1.7644], [-3.9587, -0.6856, 0.7094], [-2.7415, -0.0958, 0.9872], [-1.8353, 0.2916, 0.0128], [3.8120, -1.3199, 0.8702], [3.6206, -0.4474, 2.3574], [-0.7372, 1.3258, 3.4267], [-3.0420, 0.3169, 4.3581], [-5.2283, -0.7184, 3.8610], [-5.7842, -1.4091, 1.5595], [-4.2245, -0.9291, -0.3090], [3.8475, 6.9547, 1.0576], [3.5098, 5.5001, 1.2390], [2.1087, 5.1357, 0.7585], [1.7682, 3.6449, 0.9014], [0.2487, 2.9969, -0.3214], [-1.5463, 3.5914, 0.5577], [-1.8345, 5.0890, 0.7578], [-2.1444, 5.8332, -0.5317], [-2.4199, 7.3053, -0.3550], [4.7650, 7.2038, 1.5905], [3.0333, 7.6095, 1.3642], [4.0583, 7.2004, 0.0100], [3.6051, 5.2410, 2.3046], [4.2705, 4.8892, 0.7364], [2.0369, 5.4116, -0.2995], [1.3724, 5.7348, 1.2960], [1.5296, 3.3915, 1.9465], [2.6588, 3.0598, 0.6331], [0.3826, 3.9617, -1.4640], [-1.5949, 3.1056, 1.5530], [-2.3585, 3.1586, -0.0490], [-0.9900, 5.5658, 1.2618], [-2.6940, 5.1830, 1.4290], [-2.9983, 5.3814, -1.0517], [-1.2919, 5.6950, -1.2197], [-3.4391, 7.4854, 0.0094], [-2.3735, 7.8292, -1.3092], [-1.7535, 7.7701, 0.3684]], "forces_ev_per_angstrom": [[2.6, -0.3, -5.9], [-1.0, 0.4, 0.0], [1.5, -1.8, -0.4], [-0.4, 1.4, 0.8], [-0.2, 0.4, 1.9], [0.3, -0.9, 2.3], [-0.3, -1.5, 2.2], [0.0, 0.2, -0.4], [0.2, 0.2, -0.1], [0.2, 0.0, 0.2], [0.3, 0.1, -0.3], [0.4, 0.1, -0.4], [-1.6, -0.5, 1.2], [-2.2, -0.4, 0.3], [0.0, 0.1, -0.1], [-0.1, 0.1, 0.0], [0.1, 0.5, -1.0], [0.0, 0.0, 0.1], [0.0, 0.0, 0.0], [-0.1, 0.0, -0.1], [0.0, 0.0, -0.1], [-0.1, 0.7, -0.9], [1.1, -1.2, 1.0], [-1.6, 0.2, -1.2], [1.9, -0.5, 1.4], [0.3, 4.4, 0.4], [-1.3, -2.0, 0.8], [0.9, 0.9, -0.5], [0.4, -0.6, -0.8], [-0.7, 0.5, 0.3], [-0.1, -0.1, 0.3], [0.1, 0.1, 0.3], [-0.1, -0.2, 0.1], [-0.2, 0.0, -0.2], [-0.2, 0.0, -0.1], [0.1, 0.2, 0.0], [-0.1, 0.0, -0.1], [-0.2, -0.1, -0.4], [-0.2, 0.0, -0.1], [0.0, -0.3, -0.8], [-0.2, 0.3, -0.4], [0.3, 0.0, 0.1], [-0.1, 0.1, 0.1], [0.0, -0.5, 0.2], [0.1, -0.1, 0.2], [-0.1, 0.1, 0.1], [0.2, -0.2, 0.1], [0.2, 0.0, 0.1], [0.2, 0.1, -0.1]], "e_above_lowest_kcal_mol": 74.6, "multiplicity": 1, "charge": 3, "e_tot_ha": -3405.64307, "e_homo_ev": [-18.678, -18.677], "orbital_gap_ev": [4.8174, 4.8164]}



No. 2
{"formula": "C16H26N2O", "method": "ωB97M-V/def2-TZVPD", "symbols": ["C", "C", "C", "C", "C", "C", "N", "C", "C", "C", "C", "C", "C", "C", "O", "C", "C", "C", "N", "H", "H", "H", "H", "H", "H", "H", "H", "H", "H", "H", "H", "H", "H", "H", "H", "H", "H", "H", "H", "H", "H", "H", "H", "H", "H"], "positions_angstrom": [[-0.7550, -0.8601, -2.5414], [-1.8496, -1.4974, -1.6936], [-2.1286, -0.7037, -0.4039], [-0.8945, -0.5645, 0.3612], [0.1112, -0.3889, 0.9913], [1.3608, -0.2012, 1.7044], [2.4726, -0.0778, 0.7758], [2.3586, 1.1073, -0.0532], [3.4281, 1.0877, -1.1395], [4.8128, 1.0313, -0.5040], [4.8806, -0.1740, 0.4271], [3.7533, -0.1088, 1.4531], [-3.2118, -1.3875, 0.4598], [-2.7952, -2.7384, 1.0273], [-2.6076, 0.5747, -0.8502], [-2.5960, 1.6366, 0.0677], [-3.9429, 2.3816, 0.0142], [-4.9852, 1.6245, 0.6554], [-5.7956, 1.0141, 1.1823], [-1.0244, 0.1628, -2.7909], [-0.6227, -1.4211, -3.4635], [0.1879, -0.8508, -1.9989], [-2.7803, -1.5361, -2.2618], [-1.5569, -2.5117, -1.4241], [1.2667, 0.6860, 2.3637], [1.5385, -1.0774, 2.3376], [1.3642, 1.1102, -0.5068], [2.4638, 2.0301, 0.5515], [3.2777, 0.2047, -1.7625], [3.3276, 1.9747, -1.7674], [5.5830, 0.9599, -1.2740], [4.9909, 1.9461, 0.0675], [5.8415, -0.2086, 0.9436], [4.7683, -1.0888, -0.1568], [3.7864, -0.9961, 2.0919], [3.8925, 0.7815, 2.0974], [-4.1094, -1.4952, -0.1524], [-3.4620, -0.7208, 1.2888], [-3.5550, -3.0918, 1.7201], [-1.8511, -2.6517, 1.5613], [-2.6825, -3.4809, 0.2418], [-1.7973, 2.3414, -0.2103], [-2.3960, 1.2882, 1.0877], [-4.2145, 2.5410, -1.0322], [-3.8526, 3.3489, 0.5150]], "forces_ev_per_angstrom": [[-0.2, -0.1, 0.1], [0.1, 0.3, 0.1], [-0.5, -0.5, -0.2], [0.4, 0.3, 0.3], [-0.4, -0.2, -0.2], [0.3, 0.1, 0.2], [-0.1, 0.0, 0.1], [-0.1, 0.0, -0.4], [0.0, 0.2, 0.2], [-0.1, -0.2, -0.1], [0.0, 0.2, 0.2], [0.2, -0.2, 0.0], [0.2, 0.1, -0.1], [-0.1, 0.2, -0.1], [-0.2, -0.1, -0.1], [0.1, 0.3, 0.1], [0.8, 0.1, -0.3], [-0.2, -0.1, 0.0], [-0.4, -0.3, 0.3], [0.0, 0.1, -0.1], [0.1, 0.0, -0.1], [0.1, 0.0, 0.0], [-0.1, -0.1, 0.1], [-0.1, 0.0, 0.0], [0.1, -0.2, 0.0], [0.0, 0.2, 0.0], [0.1, 0.1, 0.0], [0.0, 0.0, 0.0], [0.0, 0.0, -0.1], [0.0, 0.0, 0.0], [0.0, 0.1, 0.0], [0.0, 0.1, 0.0], [0.0, -0.1, 0.0], [0.0, -0.1, 0.0], [0.0, 0.1, 0.0], [0.0, -0.1, 0.0], [0.0, 0.1, 0.0], [0.0, 0.0, -0.1], [0.0, -0.1, 0.1], [0.1, -0.1, 0.1], [0.0, -0.1, 0.0], [-0.1, -0.1, 0.1], [0.0, 0.1, -0.1], [0.0, 0.1, 0.1], [0.0, 0.0, -0.1]], "e_above_lowest_kcal_mol": 68.0, "multiplicity": 1, "charge": 0, "e_tot_ha": -809.94174, "e_homo_ev": -8.900, "smiles": "CCC(C#CCN1CCCCC1)(CC)OCCC#N", "orbital_gap_ev": 9.6582}



No. 3
{"formula": "C16H26N2O3S", "method": "ωB97M-V/def2-TZVPD", "symbols": ["C", "C", "C", "C", "C", "C", "C", "C", "O", "C", "O", "C", "C", "C", "C", "C", "N", "C", "S", "N", "C", "O", "H", "H", "H", "H", "H", "H", "H", "H", "H", "H", "H", "H", "H", "H", "H", "H", "H", "H", "H", "H", "H", "H", "H", "H", "H", "H"], "positions_angstrom": [[-3.5266, -3.0482, -0.5589], [-3.0729, -1.7045, -0.0020], [-3.9643, -0.5607, -0.4823], [-3.6784, 0.7703, 0.2146], [-2.2337, 1.2367, 0.0476], [-2.0333, 2.6722, 0.5338], [-0.5547, 3.0270, 0.6882], [0.1688, 3.1537, -0.6534], [1.5696, 2.9140, -0.4816], [2.0283, 1.7108, -0.7973], [1.3858, 0.8393, -1.3296], [3.4757, 1.5440, -0.3833], [3.5180, 0.6587, 0.8781], [2.7365, -0.6076, 0.6789], [3.1685, -1.6765, -0.0336], [4.5061, -1.7927, -0.6860], [2.3462, -2.7582, -0.2108], [1.0652, -2.8263, 0.2448], [0.1320, -4.1473, -0.0291], [0.6395, -1.7463, 0.9496], [1.3788, -0.6021, 1.2164], [0.8844, 0.2992, 1.8604], [-2.8454, -3.8377, -0.2511], [-3.5449, -3.0201, -1.6462], [-4.5257, -3.2943, -0.2051], [-2.0468, -1.5206, -0.3257], [-3.0896, -1.7409, 1.0906], [-3.8339, -0.4387, -1.5603], [-5.0093, -0.8287, -0.3059], [-3.9043, 0.6773, 1.2798], [-4.3479, 1.5298, -0.1981], [-1.9528, 1.1514, -1.0035], [-1.5713, 0.5890, 0.6225], [-2.5180, 3.3730, -0.1503], [-2.5098, 2.7784, 1.5107], [-0.0665, 2.2383, 1.2648], [-0.4483, 3.9604, 1.2436], [0.0802, 4.1603, -1.0681], [-0.2152, 2.4242, -1.3710], [3.9123, 2.5184, -0.1717], [4.0161, 1.0599, -1.1969], [4.5568, 0.4479, 1.1364], [3.0563, 1.2036, 1.7037], [4.4202, -1.5358, -1.7418], [4.8758, -2.8142, -0.6150], [5.2280, -1.1245, -0.2284], [2.6644, -3.5478, -0.7574], [-0.3200, -1.7643, 1.2802]], "forces_ev_per_angstrom": [[0.2, 0.1, 0.2], [-0.3, 0.0, -0.3], [0.1, 0.1, 0.3], [0.1, -0.1, -0.3], [-0.3, 0.2, 0.1], [0.3, -0.2, 0.0], [0.1, 0.1, -0.1], [-0.6, -0.2, 0.0], [0.2, 0.4, 0.2], [0.5, -0.2, -0.3], [-0.2, 0.0, -0.1], [-0.2, 0.0, 0.1], [0.0, 0.0, -0.1], [0.3, -0.3, 0.0], [0.0, 0.6, 0.5], [-0.1, 0.1, 0.0], [-0.1, 0.0, -0.1], [0.0, -0.2, 0.0], [-0.3, -0.4, -0.1], [0.0, -0.1, -0.1], [0.2, -0.3, -0.1], [-0.1, 0.2, 0.1], [0.0, -0.1, 0.0], [0.0, 0.0, -0.1], [-0.1, 0.0, 0.0], [0.1, 0.0, 0.1], [0.1, 0.0, 0.1], [-0.1, 0.0, -0.1], [0.0, 0.0, -0.1], [-0.1, 0.0, 0.1], [-0.1, 0.1, 0.1], [0.1, -0.1, -0.1], [0.1, -0.1, 0.0], [-0.1, 0.0, 0.0], [-0.1, 0.1, 0.0], [0.0, 0.1, 0.0], [0.1, 0.0, 0.0], [0.0, -0.1, 0.0], [0.0, 0.2, 0.1], [0.1, 0.0, -0.1], [0.0, 0.0, 0.0], [0.0, 0.0, 0.0], [0.1, -0.1, 0.0], [0.0, 0.0, -0.1], [0.1, 0.0, 0.0], [0.0, 0.0, 0.0], [-0.2, 0.1, 0.1], [0.2, 0.0, -0.1]], "e_above_lowest_kcal_mol": 3.1, "multiplicity": 1, "charge": 0, "e_tot_ha": -1358.76647, "e_homo_ev": -8.455, "smiles": "CCCCCCCCOC(=O)CCc1c(C)[nH]c(=S)[nH]c1=O", "orbital_gap_ev": 8.9290}



No. 4
{"formula": "C16H26N2O3S", "method": "ωB97M-V/def2-TZVPD", "symbols": ["C", "O", "C", "C", "C", "C", "C", "C", "C", "C", "C", "C", "S", "O", "O", "N", "C", "C", "N", "C", "C", "C", "H", "H", "H", "H", "H", "H", "H", "H", "H", "H", "H", "H", "H", "H", "H", "H", "H", "H", "H", "H", "H", "H", "H", "H", "H", "H"], "positions_angstrom": [[2.1196, -2.8783, -1.8434], [0.9011, -2.4718, -1.2667], [0.9244, -1.5466, -0.2823], [2.0597, -0.8624, 0.1456], [1.9708, 0.0968, 1.1379], [0.7663, 0.4137, 1.7575], [0.7193, 1.4830, 2.8367], [-0.6934, 1.6899, 3.3876], [1.6334, 1.0650, 3.9967], [1.2058, 2.8135, 2.2439], [-0.3566, -0.2896, 1.3379], [-0.2803, -1.2393, 0.3427], [-1.8113, -2.0795, -0.0924], [-2.7617, -1.7617, 0.9381], [-1.5539, -3.4619, -0.3607], [-2.4334, -1.4172, -1.4924], [-2.8936, -0.0586, -1.3888], [-1.7376, 0.9530, -1.5246], [-0.5675, 0.2964, -2.0762], [0.4984, 1.2318, -2.3386], [-0.9203, -0.5229, -3.2179], [-1.7531, -1.7213, -2.7272], [1.8605, -3.6629, -2.5524], [2.6081, -2.0547, -2.3759], [2.8056, -3.2840, -1.0938], [3.0229, -1.0655, -0.2956], [2.8780, 0.6049, 1.4288], [-1.0760, 0.7760, 3.8338], [-1.3759, 2.0136, 2.6055], [-0.6732, 2.4593, 4.1569], [2.6657, 0.9656, 3.6729], [1.5953, 1.8083, 4.7900], [1.3088, 0.1096, 4.4023], [2.2294, 2.7392, 1.8872], [1.1646, 3.5961, 2.9983], [0.5733, 3.1078, 1.4088], [-1.3283, -0.1392, 1.7763], [-3.3859, 0.0307, -0.4213], [-3.6370, 0.1009, -2.1765], [-2.0602, 1.7997, -2.1599], [-1.4562, 1.3518, -0.5462], [0.2283, 1.9919, -3.0898], [0.7575, 1.7369, -1.4086], [1.3737, 0.6892, -2.6922], [-1.4881, 0.0572, -3.9685], [-0.0043, -0.8793, -3.6916], [-1.1247, -2.5860, -2.5194], [-2.4980, -1.9990, -3.4823]], "forces_ev_per_angstrom": [[0.2, 0.0, -0.1], [-0.1, 0.2, 0.1], [0.2, 0.0, 0.2], [0.0, -0.3, -0.3], [-0.2, 0.0, 0.1], [0.0, 0.0, -0.1], [0.0, 0.1, 0.1], [0.2, -0.1, -0.1], [-0.1, 0.1, -0.1], [-0.1, -0.2, 0.1], [0.1, 0.0, 0.1], [-0.5, -0.6, -0.2], [-0.5, -0.4, 0.1], [0.2, 0.4, 0.0], [0.3, 0.2, -0.2], [0.4, -0.5, 0.9], [-0.2, 0.5, 0.2], [0.0, 0.1, 0.0], [-0.1, 0.1, -0.3], [-0.1, 0.0, 0.0], [-0.1, 0.0, 0.1], [0.2, -0.3, -0.5], [0.1, 0.0, 0.0], [0.0, 0.0, 0.0], [0.0, 0.0, 0.0], [0.1, -0.1, -0.1], [0.1, 0.1, 0.0], [-0.1, -0.1, 0.1], [-0.1, 0.0, -0.1], [0.0, 0.1, 0.1], [0.1, 0.0, 0.0], [0.0, 0.1, 0.1], [0.0, -0.1, 0.1], [0.1, 0.0, -0.1], [0.0, 0.1, 0.1], [-0.1, 0.1, -0.1], [-0.1, 0.1, 0.1], [-0.1, 0.2, -0.2], [0.0, -0.1, 0.1], [0.0, 0.0, 0.1], [-0.1, 0.1, 0.0], [0.0, 0.0, 0.0], [0.1, 0.1, 0.0], [0.1, 0.0, 0.0], [0.1, 0.0, 0.0], [0.0, 0.0, 0.0], [0.0, 0.0, -0.3], [0.1, 0.0, 0.1]], "e_above_lowest_kcal_mol": 71.2, "multiplicity": 1, "charge": 0, "e_tot_ha": -1358.65803, "e_homo_ev": -8.295, "smiles": "COc1ccc(C(C)(C)C)cc1S(=O)(=O)N1CCN(C)CC1", "orbital_gap_ev": 8.8805}